Molecular formula: C28H32AsN2O2P2SZn
Method: DFT, ωB97M-V/def2-TZVPD

Cartesian coordinates (Å):
Zn: 13.03 17.32 10.06
C: 8.39 13.31 13.34
N: 9.54 12.36 13.35
P: 10.63 12.31 14.71
C: 9.41 11.96 16.14
C: 9.23 10.70 16.60
C: 8.19 10.43 17.59
C: 7.52 11.51 18.12
C: 7.71 12.79 17.59
C: 8.63 13.03 16.60
C: 11.12 13.99 15.09
C: 11.22 14.89 14.04
C: 11.50 16.26 14.23
C: 11.82 16.68 15.50
C: 11.84 15.75 16.53
C: 11.51 14.40 16.38
P: 9.84 11.08 12.20
C: 8.53 9.83 12.64
C: 8.38 8.66 11.93
C: 7.37 7.73 12.24
C: 6.54 7.93 13.34
C: 6.80 9.05 14.11
C: 7.70 10.02 13.69
C: 8.93 11.85 10.79
C: 9.53 13.06 10.39
C: 8.88 13.90 9.55
C: 7.59 13.62 9.14
C: 7.02 12.45 9.47
C: 7.71 11.47 10.28
H: 7.78 13.06 14.16
H: 7.92 13.31 12.37
H: 8.84 14.32 13.38
H: 9.80 9.83 16.20
H: 8.01 9.41 17.87
H: 6.80 11.32 18.86
H: 7.14 13.59 18.03
H: 8.86 14.06 16.21
H: 11.15 14.51 13.03
H: 11.60 17.01 13.46
H: 12.06 17.73 15.62
H: 12.10 16.19 17.54
H: 11.56 13.66 17.18
H: 9.00 8.40 11.07
H: 7.19 6.87 11.61
H: 5.80 7.18 13.75
H: 6.19 9.21 14.97
H: 7.80 10.86 14.35
H: 10.47 13.33 10.76
H: 9.43 14.83 9.28
H: 7.02 14.28 8.46
H: 6.06 12.23 9.18
H: 7.22 10.60 10.60
C: 12.82 13.12 8.53
As: 13.03 13.19 6.58
C: 12.81 11.22 6.31
C: 11.17 13.82 6.08
H: 11.73 13.04 8.69
H: 13.19 14.05 8.95
H: 13.33 12.22 8.95
H: 13.41 10.85 5.48
H: 11.78 10.75 6.12
H: 13.19 10.68 7.19
H: 10.80 13.38 5.16
H: 11.02 14.92 6.13
H: 10.51 13.42 6.85
O: 14.97 18.24 11.03
N: 15.16 18.82 9.94
O: 14.45 18.37 9.00
S: 11.39 15.97 10.52

Summary:
2S+1: 1
HOMO level (eV): -4.349
M (u): 662.90
Largest force on an atom (eV/A): 3.33
Kohn-Sham gap (eV): 6.749
Charge: -1
Relative energy (zero: lowest compared OMol25 entry of this formula, charge and spin) (kcal/mol): 35.46

***

Molecular formula: C30H42BeBr2N2P2
Method: DFT, ωB97M-V/def2-TZVPD

Cartesian coordinates (Å):
C: 2.88 4.65 -0.88
C: 1.81 4.01 -1.56
C: 1.98 3.97 -2.97
C: 3.06 4.59 -3.59
N: 4.02 5.17 -2.90
C: 3.92 5.25 -1.59
C: 0.65 3.32 -0.95
C: -0.24 2.67 -0.31
C: -1.46 2.24 0.25
C: -1.38 0.97 0.79
C: -2.42 0.47 1.57
C: -3.44 1.36 1.98
C: -3.61 2.57 1.25
C: -2.51 3.11 0.55
Be: -2.74 0.31 3.35
P: 1.41 -0.35 0.30
H: 1.31 3.37 -3.57
H: 2.96 4.61 0.21
H: 3.16 4.58 -4.66
H: 4.72 5.78 -1.08
H: -2.53 4.13 0.16
H: -0.39 0.40 0.74
H: -4.55 3.09 1.29
H: -2.59 -0.65 1.49
C: 2.05 -1.98 0.66
C: 3.20 -2.39 -0.25
H: 1.20 -2.68 0.56
H: 2.34 -2.00 1.72
H: 3.49 -3.42 -0.02
H: 2.93 -2.38 -1.31
H: 4.09 -1.77 -0.10
C: 1.52 0.05 -1.47
C: 2.87 0.59 -1.91
H: 0.73 0.79 -1.67
H: 1.26 -0.86 -2.03
H: 2.82 0.84 -2.97
H: 3.14 1.51 -1.39
H: 3.67 -0.15 -1.79
C: 2.29 0.92 1.25
C: 3.79 0.64 1.41
H: 1.81 0.96 2.25
H: 2.11 1.89 0.78
H: 4.23 1.43 2.03
H: 3.99 -0.32 1.91
H: 4.32 0.67 0.44
Br: -5.00 0.54 3.23
P: -1.78 -1.98 -1.11
C: -0.86 -2.87 -2.30
C: -1.48 -4.14 -2.83
H: 0.09 -3.11 -1.82
H: -0.63 -2.19 -3.11
H: -0.78 -4.66 -3.48
H: -1.75 -4.84 -2.05
H: -2.38 -3.96 -3.40
C: -3.09 -3.11 -0.28
C: -4.44 -3.23 -1.00
H: -3.24 -2.69 0.75
H: -2.58 -4.09 -0.18
H: -5.04 -3.94 -0.39
H: -4.96 -2.26 -1.05
H: -4.31 -3.63 -2.02
C: -2.79 -0.64 -1.88
C: -3.29 -0.99 -3.28
H: -2.12 0.23 -1.90
H: -3.63 -0.38 -1.20
H: -3.82 -0.11 -3.67
H: -2.46 -1.23 -3.95
H: -3.98 -1.84 -3.27
Br: 0.75 -3.63 4.59
C: 0.36 -1.82 4.66
C: 0.95 -0.98 5.58
C: 0.74 0.38 5.43
C: -0.23 0.85 4.55
N: -1.17 -0.02 4.02
C: -0.62 -1.29 3.81
H: 1.55 -1.41 6.36
H: 1.30 1.06 6.04
H: -0.21 1.90 4.24
H: -0.96 -1.87 2.93

Summary:
2S+1: 1
HOMO level (eV): -11.994
M (u): 661.45
Largest force on an atom (eV/A): 7.81
Kohn-Sham gap (eV): 4.254
Charge: +2
Relative energy (zero: lowest compared OMol25 entry of this formula, charge and spin) (kcal/mol): 160.87

***

Molecular formula: C3H5BrF2O
Method: DFT, ωB97M-V/def2-TZVPD

Cartesian coordinates (Å):
C: -0.10 -0.58 0.20
C: 0.05 0.95 0.06
C: -3.71 0.93 -0.13
O: -0.79 1.59 0.88
F: -4.45 1.74 0.69
F: -3.72 1.34 -1.38
Br: -4.26 -0.91 0.10
H: -0.48 -0.86 1.26
H: -0.76 -1.04 -0.68
H: 0.84 -0.96 -0.04
H: -0.08 1.37 -1.03
H: 0.99 1.30 0.52

Summary:
2S+1: 1
HOMO level (spin up / spin down) (eV): -10.558 / -9.533
M (u): 174.97
Largest force on an atom (eV/A): 2.67
Kohn-Sham gap (spin up / spin down) (eV): 9.614 / 8.341
Relative energy (zero: lowest compared OMol25 entry of this formula, charge and spin) (kcal/mol): 102.63

***

Molecular formula: C29H31Cl4N4O4STi
Method: DFT, ωB97M-V/def2-TZVPD

Cartesian coordinates (Å):
Ti: -0.93 -0.19 0.26
C: 2.19 1.50 2.50
C: 2.52 1.90 1.08
C: 3.27 3.04 0.82
C: 3.62 3.38 -0.47
C: 3.26 2.55 -1.52
C: 2.52 1.39 -1.29
C: 2.24 0.45 -2.44
C: 2.10 1.10 0.02
N: 1.24 -0.03 0.22
C: 1.84 -1.22 0.17
C: 3.34 -1.38 0.28
C: 1.03 -2.34 -0.10
C: 1.66 -3.70 -0.25
N: -0.26 -2.09 -0.34
C: -1.11 -3.19 -0.63
C: -1.43 -4.16 0.33
C: -0.90 -4.09 1.74
C: -2.27 -5.21 -0.03
C: -2.77 -5.33 -1.31
C: -2.45 -4.37 -2.26
C: -1.63 -3.30 -1.94
C: -1.27 -2.27 -2.98
H: 2.35 2.34 3.18
H: 2.83 0.67 2.82
H: 1.16 1.16 2.58
H: 3.57 3.67 1.65
H: 4.18 4.29 -0.67
H: 3.54 2.80 -2.54
H: 2.26 1.00 -3.39
H: 1.27 -0.02 -2.33
H: 3.00 -0.33 -2.48
H: 3.82 -0.45 0.54
H: 3.77 -1.74 -0.66
H: 3.58 -2.12 1.05
H: 2.53 -3.65 -0.92
H: 0.95 -4.41 -0.67
H: 2.01 -4.09 0.71
H: -0.44 -3.13 1.95
H: -0.17 -4.89 1.92
H: -1.72 -4.22 2.45
H: -2.53 -5.95 0.73
H: -3.42 -6.16 -1.56
H: -2.85 -4.45 -3.27
H: -1.73 -2.51 -3.94
H: -0.19 -2.22 -3.11
H: -1.61 -1.28 -2.67
C: 0.23 6.41 -2.02
C: 0.03 5.25 -1.09
C: 0.23 5.38 0.28
C: 0.13 4.22 1.02
N: -0.17 3.05 0.50
C: -0.44 3.01 -0.82
S: -0.95 1.53 -1.57
N: -0.33 4.09 -1.63
H: -0.19 7.33 -1.61
H: -0.24 6.18 -2.98
H: 1.30 6.57 -2.19
H: 0.48 6.33 0.73
H: 0.30 4.24 2.10
Cl: -5.44 0.19 0.01
C: -4.73 -1.29 0.65
Cl: -5.30 -1.55 2.31
Cl: -5.22 -2.67 -0.36
C: -3.16 -1.23 0.59
O: -2.51 -1.66 1.54
O: -2.68 -0.77 -0.49
Cl: -3.25 2.70 3.64
C: -2.00 1.44 3.70
C: -1.66 0.84 2.34
O: -2.33 1.07 1.33
O: -0.65 0.07 2.31
H: -1.10 1.87 4.13
H: -2.35 0.64 4.35

Summary:
2S+1: 3
HOMO level (spin up / spin down) (eV): -3.916 / -4.829
M (u): 721.34
Largest force on an atom (eV/A): 1.50
Kohn-Sham gap (spin up / spin down) (eV): 6.496 / 7.252
Charge: -1
Relative energy (zero: lowest compared OMol25 entry of this formula, charge and spin) (kcal/mol): 0.00

***

Molecular formula: C6H14
Method: DFT, ωB97M-V/def2-TZVPD

Cartesian coordinates (Å):
C: 0.73 -0.31 1.84
C: 0.51 -0.14 0.54
C: 1.58 0.39 -0.38
C: -0.83 -0.52 -0.08
C: -1.43 0.59 -0.94
C: -0.70 -1.82 -0.88
H: -0.03 -0.71 2.50
H: 1.69 -0.07 2.29
H: 1.91 -0.37 -1.10
H: 2.46 0.72 0.19
H: 1.23 1.25 -0.96
H: -1.52 -0.72 0.75
H: -0.83 0.78 -1.83
H: -1.52 1.53 -0.38
H: -2.43 0.30 -1.28
H: -0.27 -2.62 -0.27
H: -1.67 -2.15 -1.25
H: -0.04 -1.69 -1.75
H: 0.84 2.87 1.74
H: 0.33 2.67 1.24

Summary:
2S+1: 1
SMILES string: C=C(C)C(C)C.[H][H]
HOMO level (eV): -9.246
M (u): 86.18
Largest force on an atom (eV/A): 0.19
Kohn-Sham gap (eV): 10.402
Relative energy (zero: lowest compared OMol25 entry of this formula, charge and spin) (kcal/mol): 36.13

***

The records above yield energy values of -175298.858 -193814.833 -80712.096 -128774.531 -6447.842 eV, respectively.